Record 1
This record from the Open Molecules 2025 dataset describes a gas-phase ion, C3H10NO (charge +1). The level of theory is the ωB97M-V functional and the def2-TZVPD basis.

SMILES: C[C@H]([NH3+])CO
Charge: +1
Frontier orbital gap: 12.00 eV
Max |F|: 1.9 eV Å⁻¹
Energy above the lowest of the compared OMol25 structures with the same formula, charge and spin: 0.218 eV

Element x y z (Å)
C (0.073, 1.890, 0.319)
C (-0.006, 0.407, 0.419)
N (1.385, -0.342, 0.362)
C (-0.827, -0.270, -0.655)
O (-0.803, -1.658, -0.406)
H (-0.907, 2.268, 0.603)
H (0.848, 2.297, 0.969)
H (0.296, 2.280, -0.676)
H (-0.275, 0.051, 1.415)
H (2.062, -0.084, -0.340)
H (1.152, -1.340, 0.290)
H (1.887, -0.248, 1.248)
H (-1.850, 0.099, -0.524)
H (-0.386, 0.037, -1.610)
H (-1.435, -2.100, -0.941)

Atomic partial charges in e from the natural (NBO) method, atoms 1 to 8:
1. C -0.652
2. C -0.018
3. N -0.701
4. C -0.096
5. O -0.736
6. H 0.263
7. H 0.240
8. H 0.238

Record 2
This record from the Open Molecules 2025 dataset describes a single C4H10BrP molecule. The level of theory is the ωB97M-V functional and the def2-TZVPD basis.

SMILES: CC[C@@H](C)PBr
Frontier orbital gap: 9.49 eV
Max |F|: 3.5 eV Å⁻¹
Energy above the lowest of the compared OMol25 structures with the same formula, charge and spin: 0.742 eV

Element x y z (Å)
C (0.158, 1.935, -0.034)
C (-0.835, 0.789, -0.129)
C (-0.109, -0.551, 0.353)
C (-0.957, -1.757, 0.139)
P (1.622, -0.764, -0.875)
Br (3.159, 0.314, 0.241)
H (0.741, 2.152, 0.899)
H (0.921, 1.921, -0.824)
H (-0.474, 2.898, -0.291)
H (-1.255, 0.742, -1.260)
H (-1.684, 1.095, 0.489)
H (0.524, -0.449, 1.217)
H (-0.390, -2.735, 0.154)
H (-1.623, -2.052, 0.992)
H (-1.628, -1.563, -0.777)
H (1.830, -1.976, -0.292)

Atomic partial charges in e from the natural (NBO) method, atoms 1 to 8:
1. C -0.627
2. C -0.424
3. C -0.348
4. C -0.668
5. P 0.404
6. Br -0.231
7. H 0.222
8. H 0.208

Record 3
This record from the Open Molecules 2025 dataset describes 8 unconnected molecules or ions with the total composition C25H49N5O9. The level of theory is the ωB97M-V functional and the def2-TZVPD basis.

SMILES: COC(=O)OC.COCCOCCOC.COCCOCCOC.CC#N.CC#N.CC#N.CC#N.CC#N
Frontier orbital gap: 9.90 eV
Max |F|: 7.7 eV Å⁻¹
Energy above the lowest of the compared OMol25 structures with the same formula, charge and spin: 0.254 eV

Element x y z (Å)
C (-18.444, -9.890, 7.107)
O (-18.841, -9.372, 5.840)
C (-17.971, -9.144, 4.895)
O (-16.743, -9.300, 5.024)
O (-18.659, -8.825, 3.850)
C (-18.105, -8.761, 2.571)
H (-19.162, -10.493, 7.662)
H (-18.077, -9.101, 7.763)
H (-17.636, -10.616, 7.012)
H (-18.783, -8.254, 1.885)
H (-17.755, -9.711, 2.166)
H (-17.201, -8.155, 2.632)
C (-24.250, -7.908, 9.442)
O (-23.594, -6.989, 8.614)
C (-23.949, -5.605, 8.506)
C (-25.194, -5.471, 7.494)
O (-24.810, -5.842, 6.183)
C (-23.899, -4.914, 5.593)
C (-23.852, -5.123, 4.014)
O (-23.191, -6.263, 3.513)
C (-21.759, -6.190, 3.522)
H (-24.898, -8.519, 8.814)
H (-24.859, -7.480, 10.238)
H (-23.460, -8.450, 9.963)
H (-23.062, -5.060, 8.184)
H (-24.253, -5.276, 9.499)
H (-25.648, -4.480, 7.533)
H (-25.955, -6.180, 7.821)
H (-22.919, -5.031, 6.055)
H (-24.289, -3.932, 5.861)
H (-23.305, -4.249, 3.660)
H (-24.750, -5.185, 3.399)
H (-21.253, -5.297, 3.155)
H (-21.422, -7.057, 2.953)
H (-21.526, -6.238, 4.585)
C (-15.962, -1.807, 10.218)
O (-17.017, -2.276, 11.090)
C (-16.813, -3.620, 11.452)
C (-17.854, -4.271, 12.340)
O (-18.987, -4.628, 11.536)
C (-20.261, -4.241, 12.101)
C (-21.500, -4.658, 11.205)
O (-22.589, -4.003, 11.742)
C (-23.129, -4.599, 12.899)
H (-15.580, -2.543, 9.510)
H (-15.120, -1.299, 10.689)
H (-16.477, -1.106, 9.562)
H (-15.764, -3.810, 11.680)
H (-16.865, -4.144, 10.497)
H (-18.016, -3.577, 13.166)
H (-17.374, -5.148, 12.775)
H (-20.429, -3.165, 12.074)
H (-20.378, -4.730, 13.069)
H (-21.547, -5.738, 11.065)
H (-21.298, -4.312, 10.191)
H (-22.512, -4.396, 13.775)
H (-23.297, -5.659, 12.707)
H (-24.028, -4.012, 13.085)
C (-15.197, -6.606, 11.463)
C (-14.540, -7.885, 11.824)
N (-14.103, -8.931, 12.025)
H (-14.398, -5.938, 11.141)
H (-15.614, -6.179, 12.375)
H (-15.932, -6.716, 10.665)
C (-18.556, -8.546, 12.107)
C (-18.995, -9.841, 11.411)
N (-19.379, -10.811, 10.909)
H (-19.335, -7.844, 11.810)
H (-17.538, -8.291, 11.813)
H (-18.667, -8.588, 13.191)
C (-15.369, -7.786, 7.413)
C (-14.693, -9.101, 7.543)
N (-14.204, -10.081, 7.656)
H (-14.793, -6.982, 7.871)
H (-16.338, -7.865, 7.907)
H (-15.506, -7.409, 6.399)
C (-22.615, -10.881, 8.058)
C (-22.947, -11.113, 9.419)
N (-23.205, -11.412, 10.506)
H (-21.528, -10.899, 7.977)
H (-22.860, -9.829, 7.911)
H (-23.112, -11.473, 7.290)
C (-20.451, -6.841, 7.991)
C (-19.196, -6.732, 8.813)
N (-18.245, -6.748, 9.434)
H (-20.766, -7.866, 7.797)
H (-20.124, -6.342, 7.078)
H (-21.268, -6.164, 8.244)

Atomic partial charges in e from the Mulliken method, atoms 1 to 8:
1. C -0.335
2. O -0.237
3. C 0.824
4. O -0.620
5. O -0.257
6. C -0.731
7. H 0.058
8. H -0.141

Record 4
This record from the Open Molecules 2025 dataset describes a molecular structure, C29H21Cl5N5OV. The level of theory is the ωB97M-V functional and the def2-TZVPD basis.

Charge: +1
2S+1: 4
Expectation value of S²: 3.778
Frontier orbital gap (spin up / spin down): 6.50 / 7.37 eV
Max |F|: 2.7 eV Å⁻¹
Energy above the lowest of the compared OMol25 structures with the same formula, charge and spin: 1.522 eV

Element x y z (Å)
V (0.101, 0.423, 0.061)
C (3.055, -1.414, 0.134)
C (3.138, -0.051, -0.486)
C (4.379, 0.381, -0.937)
C (4.549, 1.674, -1.387)
C (3.465, 2.528, -1.329)
C (2.250, 2.050, -0.874)
N (2.053, 0.755, -0.511)
C (1.081, 2.934, -0.749)
C (1.120, 4.307, -0.942)
C (-0.063, 5.023, -0.885)
C (-1.257, 4.336, -0.742)
C (-1.231, 2.961, -0.572)
N (-0.067, 2.291, -0.468)
C (-2.449, 2.125, -0.640)
C (-3.720, 2.675, -0.547)
C (-4.814, 1.864, -0.781)
C (-4.604, 0.533, -1.087)
C (-3.307, 0.033, -1.111)
C (-3.077, -1.424, -1.378)
N (-2.245, 0.819, -0.890)
H (4.058, -1.795, 0.310)
H (2.544, -2.130, -0.510)
H (2.533, -1.355, 1.088)
H (5.217, -0.300, -0.906)
H (5.509, 2.022, -1.742)
H (3.570, 3.561, -1.624)
H (2.051, 4.818, -1.128)
H (-0.059, 6.097, -1.004)
H (-2.193, 4.870, -0.797)
H (-3.863, 3.714, -0.294)
H (-5.818, 2.265, -0.734)
H (-5.435, -0.128, -1.287)
H (-4.022, -1.959, -1.436)
H (-2.482, -1.869, -0.580)
H (-2.548, -1.559, -2.322)
N (-0.114, -6.099, -2.318)
C (-0.003, -5.709, -1.028)
O (0.089, -6.491, -0.107)
C (0.013, -4.223, -0.756)
C (0.070, -3.224, -1.722)
C (0.097, -1.908, -1.314)
N (0.085, -1.525, -0.028)
C (0.032, -2.492, 0.902)
C (-0.007, -3.831, 0.578)
H (-0.135, -7.089, -2.501)
H (-0.272, -5.472, -3.084)
H (0.106, -3.441, -2.781)
H (0.146, -1.107, -2.051)
H (0.042, -2.166, 1.934)
H (-0.042, -4.596, 1.341)
Cl (-2.124, -0.290, 1.848)
C (-0.777, 0.274, 2.793)
C (0.321, 0.752, 2.070)
C (1.338, 1.262, 2.892)
Cl (2.756, 1.979, 2.196)
C (1.280, 1.254, 4.289)
Cl (2.562, 1.905, 5.231)
C (0.173, 0.714, 4.939)
Cl (0.095, 0.670, 6.651)
C (-0.878, 0.220, 4.177)
Cl (-2.271, -0.444, 4.936)

Atomic partial charges in e from the natural (NBO) method, atoms 1 to 8:
1. V 1.198
2. C -0.638
3. C 0.265
4. C -0.227
5. C -0.123
6. C -0.219
7. C 0.162
8. N -0.524

Record 5
This record from the Open Molecules 2025 dataset describes a molecular structure, C7H8Cl2LuN2O3PmS. The level of theory is the ωB97M-V functional and the def2-TZVPD basis.

Charge: +4
2S+1: 5
Expectation value of S²: 6.008
Frontier orbital gap (spin up / spin down): 7.46 / 7.75 eV
Max |F|: 7.1 eV Å⁻¹
Energy above the lowest of the compared OMol25 structures with the same formula, charge and spin: 0.000 eV

Element x y z (Å)
Lu (-1.602, -0.981, -5.400)
Pm (0.459, 0.088, -0.967)
Cl (-1.118, -3.032, -4.302)
Cl (-0.710, 0.905, -3.154)
C (1.453, 2.297, -0.092)
C (-0.127, -1.950, -6.908)
C (-0.049, 0.568, -6.288)
O (1.847, 3.338, 0.245)
O (0.786, -2.544, -7.271)
O (0.802, 1.268, -6.644)
S (-1.893, -0.524, 0.032)
C (-0.973, -0.420, 1.495)
N (-1.535, 0.049, 2.589)
C (-0.809, 0.488, 3.775)
C (0.620, 0.809, 3.380)
C (1.239, -0.412, 2.749)
N (0.415, -0.721, 1.527)
H (-2.533, 0.198, 2.540)
H (-0.834, -0.323, 4.536)
H (-1.318, 1.360, 4.210)
H (1.196, 1.100, 4.262)
H (0.651, 1.654, 2.691)
H (1.199, -1.293, 3.403)
H (2.280, -0.244, 2.409)
H (0.554, -1.678, 1.183)

Atomic partial charges in e from the natural (NBO) method, atoms 1 to 8:
1. Lu 2.051
2. Pm 1.954
3. Cl -0.472
4. Cl -0.593
5. C 0.402
6. C 0.366
7. C 0.362
8. O -0.227

Record 6
This record from the Open Molecules 2025 dataset describes a molecular structure, C24H28FGdN10OS. The level of theory is the ωB97M-V functional and the def2-TZVPD basis.

Charge: +2
2S+1: 8
Expectation value of S²: 16.112
Frontier orbital gap (spin up / spin down): 6.87 / 4.90 eV
Max |F|: 1.2 eV Å⁻¹
Energy above the lowest of the compared OMol25 structures with the same formula, charge and spin: 0.074 eV

Element x y z (Å)
Gd (0.567, 1.045, 1.421)
N (-3.858, 2.254, 0.048)
C (-3.049, 1.673, 0.942)
N (-1.839, 1.298, 0.686)
C (-1.314, 1.527, -0.606)
N (-0.076, 1.117, -0.715)
N (0.773, 1.395, -1.689)
C (2.042, 0.672, -1.463)
C (1.898, -0.756, -0.965)
C (2.038, -1.825, -1.836)
C (1.905, -3.111, -1.339)
C (1.624, -3.297, 0.009)
C (1.472, -2.180, 0.805)
N (1.601, -0.935, 0.328)
C (-2.149, 2.120, -1.641)
C (-1.749, 2.321, -2.968)
C (-2.632, 2.861, -3.885)
C (-3.922, 3.215, -3.498)
C (-4.340, 3.026, -2.193)
C (-3.453, 2.477, -1.281)
H (-4.793, 2.494, 0.336)
H (-3.465, 1.513, 1.929)
H (2.523, 0.610, -2.441)
H (2.266, -1.642, -2.876)
H (2.022, -3.966, -1.991)
H (1.520, -4.285, 0.434)
H (1.258, -2.274, 1.865)
H (-0.747, 2.044, -3.259)
H (-2.319, 3.005, -4.909)
H (-4.609, 3.637, -4.218)
H (-5.344, 3.290, -1.886)
N (-0.053, -0.422, 3.725)
N (1.056, -0.848, 4.483)
C (2.214, -0.136, 4.481)
N (3.125, -0.544, 5.361)
S (2.545, 1.182, 3.473)
H (-0.675, 0.123, 4.319)
H (-0.556, -1.255, 3.435)
H (0.851, -1.450, 5.268)
H (2.972, -1.306, 6.002)
H (4.009, -0.064, 5.388)
F (8.082, -0.936, -0.675)
C (6.880, -0.348, -0.630)
C (6.034, -0.644, 0.419)
C (4.787, -0.038, 0.459)
C (4.396, 0.854, -0.532)
C (3.026, 1.477, -0.591)
C (5.286, 1.139, -1.566)
C (6.535, 0.541, -1.629)
H (6.359, -1.333, 1.187)
H (4.125, -0.261, 1.289)
H (3.093, 2.475, -1.031)
H (2.644, 1.689, 0.421)
H (5.004, 1.848, -2.337)
H (7.237, 0.755, -2.423)
C (-0.082, 5.699, 2.499)
N (0.034, 5.479, 1.064)
C (0.465, 4.337, 0.516)
N (0.736, 4.280, -0.793)
O (0.601, 3.302, 1.244)
H (0.684, 6.388, 2.850)
H (0.045, 4.746, 3.002)
H (-1.063, 6.105, 2.737)
H (-0.046, 6.276, 0.454)
H (0.552, 5.071, -1.387)
H (0.852, 3.359, -1.231)

Atomic partial charges in e from the Mulliken method, atoms 1 to 8:
1. Gd 0.116
2. N 0.023
3. C -0.376
4. N -0.357
5. C 0.514
6. N 0.953
7. N -1.056
8. C -0.751

Record 7
This record from the Open Molecules 2025 dataset describes a gas-phase ion, C4H5O5S2 (charge -1). The level of theory is the ωB97M-V functional and the def2-TZVPD basis.

SMILES: O=C(CC=S)OC=[S@@](=O)([O-])O
Charge: -1
Frontier orbital gap (spin up / spin down): 7.28 / 7.29 eV
Max |F|: 4.9 eV Å⁻¹
Energy above the lowest of the compared OMol25 structures with the same formula, charge and spin: 1.350 eV

Element x y z (Å)
O (-1.407, -2.770, 0.089)
C (-1.037, -1.641, -0.095)
C (-1.983, -0.374, 0.230)
C (-1.236, 0.924, 0.409)
S (-1.608, 2.314, -0.392)
O (0.208, -1.391, -0.653)
C (0.531, -0.081, -0.811)
S (2.085, -0.001, 0.062)
O (2.070, -0.336, 1.458)
O (3.075, -0.580, -0.805)
O (2.436, 1.697, -0.051)
H (-2.760, -0.345, -0.513)
H (-2.563, -0.791, 1.147)
H (-0.621, 1.096, 1.256)
H (0.879, 0.056, -1.828)
H (1.933, 2.224, 0.496)

Atomic partial charges in e from the natural (NBO) method, atoms 1 to 8:
1. O -0.593
2. C 0.827
3. C -0.587
4. C -0.258
5. S -0.278
6. O -0.526
7. C -0.381
8. S 2.270